No. 1
Formula: C43H37AlN5O4P2
Source: OMol25
Level of theory: wB97M-V/def2-TZVPD

Structure (XYZ):
```
92
Properties=species:S:1:pos:R:3:forces:R:3
Al 13.79622 15.49342 11.66417 -0.19 -1.12 -1.18
C 12.05064 17.80529 12.59486 0.13 0.05 1.01
N 12.73907 16.65960 13.23958 -0.16 -0.53 0.59
C 13.79257 17.06642 14.20796 -1.61 1.84 0.85
C 15.07419 16.44488 13.89980 1.37 -1.24 -0.42
N 15.23307 15.65014 12.83329 0.55 0.52 1.70
C 16.53496 15.09444 12.91714 0.72 1.14 0.14
C 17.23905 14.24370 12.05365 -1.27 -0.85 -0.18
C 18.55190 13.93785 12.41816 -0.74 -0.47 -0.25
C 19.14322 14.37847 13.60738 -0.63 1.19 -0.47
C 18.48066 15.33029 14.39094 -0.04 -0.78 0.32
C 17.18273 15.68054 14.03732 -1.34 -0.39 -0.35
N 16.16743 16.48695 14.67456 1.41 -0.66 -1.00
C 12.75344 18.08817 11.31847 -0.75 -0.35 -1.86
N 13.53164 17.19999 10.69600 -0.38 0.21 0.41
C 13.73018 17.67862 9.36659 0.22 -0.28 0.23
C 14.52092 17.16314 8.32358 -0.43 0.16 -0.31
C 14.53540 17.91443 7.13082 -0.27 -0.45 0.65
C 13.84462 19.12965 6.98197 -0.60 -0.18 1.30
C 13.02730 19.60853 8.03365 1.02 0.33 -0.61
C 12.99975 18.85704 9.21646 -0.43 0.48 0.54
N 12.33340 19.06308 10.48507 1.11 0.77 -0.86
H 12.04111 18.71198 13.24792 -0.12 -0.64 -0.38
H 11.00438 17.54104 12.36160 0.45 0.00 0.12
H 12.06908 16.05806 13.76646 0.52 0.45 -0.97
H 13.47634 16.82182 15.25882 0.34 0.16 -0.92
H 13.83665 18.19096 14.14760 0.39 -0.99 0.28
H 16.63567 13.70918 11.23958 1.47 1.05 1.00
H 19.07498 13.25231 11.77187 0.22 -0.13 0.03
H 20.14102 14.05049 13.86296 -0.06 0.03 0.09
H 18.91592 15.63283 15.32646 0.11 0.33 0.14
H 16.35912 17.06258 15.48424 -0.39 -0.07 -0.12
H 15.01927 16.18417 8.44066 -0.21 0.74 -0.16
H 15.04555 17.54378 6.25678 0.32 -0.16 0.08
H 13.95717 19.68785 6.04936 -0.22 -0.15 0.42
H 12.60560 20.61310 7.92156 -0.22 -0.58 0.26
H 11.88874 19.95137 10.77584 0.34 -1.05 -0.33
O 14.67152 12.16952 9.96359 -1.45 1.69 0.99
C 14.11498 13.13498 10.45818 1.04 -0.17 -0.86
O 14.69264 14.37973 10.47129 -1.79 -0.53 0.67
C 12.66025 13.15512 11.18284 -0.43 -1.01 -0.10
O 11.80251 12.29748 11.09489 1.79 1.20 -0.24
O 12.52636 14.25649 11.92493 0.32 0.35 -0.46
C 11.47041 10.68735 16.31120 0.64 -0.14 -0.06
P 11.10897 12.30518 15.54355 0.36 0.19 0.03
C 9.61141 11.78247 14.69377 -1.35 -0.11 -1.60
C 9.45783 12.07224 13.28395 -0.11 -0.48 1.86
C 8.21710 11.85039 12.69915 0.05 -0.10 0.08
C 7.24085 11.13990 13.38457 -0.97 0.41 -0.05
C 7.39082 10.79906 14.71438 1.28 -0.40 0.47
C 8.56601 11.11401 15.39220 0.62 1.21 -1.76
C 10.39209 13.09312 17.07251 -0.21 -0.19 -0.68
C 11.05641 12.98883 18.29939 1.05 0.58 0.05
C 10.57940 13.67425 19.40625 -0.19 0.74 1.31
C 9.36752 14.39165 19.35709 0.08 0.37 -0.13
C 8.69366 14.44130 18.14298 -0.48 0.18 -1.23
C 9.20350 13.82779 16.98306 0.46 -0.32 1.45
P 11.55767 9.17784 15.21697 -1.11 0.34 -0.17
C 12.01010 8.00327 16.54863 1.15 0.05 -0.19
C 12.90418 6.95772 16.20191 -1.00 0.53 0.65
C 13.38980 6.06593 17.16351 -0.39 0.54 -0.96
C 13.15346 6.36889 18.48756 -0.23 0.29 0.77
C 12.33312 7.45550 18.84983 0.06 -0.30 0.77
C 11.67138 8.23650 17.88590 0.49 -0.99 0.82
C 13.16338 9.53340 14.41253 0.19 1.43 1.49
C 14.31480 9.58209 15.21959 0.80 -0.36 0.19
C 15.56837 9.89338 14.66742 -0.44 -0.27 0.95
C 15.67584 10.23109 13.30766 -0.89 -0.64 1.46
C 14.49268 10.32357 12.59519 0.41 0.20 -1.89
C 13.23158 10.12547 13.15914 0.46 -0.72 -0.01
H 10.66154 10.59971 17.03112 0.21 -0.48 0.19
H 12.44710 10.74934 16.80140 -0.25 -0.01 0.33
H 10.29322 12.37071 12.64727 -0.25 0.44 0.53
H 8.00688 12.28989 11.73163 0.10 -0.50 -0.24
H 6.27593 10.89694 12.93372 0.37 0.19 -0.16
H 6.66844 10.21073 15.23854 -0.60 -0.12 0.08
H 8.70145 10.91046 16.43166 -0.17 -0.19 0.51
H 12.07509 12.53985 18.37510 -1.07 0.09 -0.16
H 11.17512 13.74870 20.35104 -0.55 -0.40 -0.97
H 8.98008 15.00116 20.20301 0.47 -0.79 -0.56
H 7.75371 14.99056 17.96084 0.50 -0.21 0.70
H 8.63640 13.85224 16.06733 0.00 0.12 -0.18
H 13.18264 6.92812 15.16052 0.13 -0.52 -0.14
H 13.91080 5.16938 16.84189 0.24 0.23 0.21
H 13.61307 5.75724 19.26814 -0.24 0.21 -0.19
H 12.23707 7.66256 19.94958 -0.20 -0.16 -1.27
H 10.91860 8.95280 18.24222 0.59 -0.17 -0.44
H 14.26112 9.37635 16.32763 0.02 -0.09 -1.43
H 16.39761 9.76792 15.38451 -0.09 0.45 -0.82
H 16.63312 10.39096 12.86689 0.44 0.02 -0.41
H 14.57176 10.43213 11.48500 -0.26 0.48 1.17
H 12.35368 10.42870 12.60598 -0.16 -0.58 -0.21
```
Forces are in eV/Å.

Values from the calculation:
HOMO level = -0.341 Eh
E_LUMO = -3.13 eV
Multiplicity = 1
Net charge = +1
Kohn-Sham gap = 6.146 eV

=====

No. 2
Formula: C8H6N4
Source: OMol25
Level of theory: wB97M-V/def2-TZVPD

Structure (XYZ):
```
18
Properties=species:S:1:pos:R:3:forces:R:3
C -2.59510 -1.78811 -1.13157 1.26 0.02 -2.88
C -2.68427 -1.77866 0.10600 -0.98 -0.45 3.72
C 1.10619 1.28377 -0.20555 0.39 1.30 -0.80
C -0.25140 -0.74274 0.87908 1.64 -0.46 0.69
C 1.41997 0.76772 1.07833 1.22 2.03 -1.08
C -0.51128 -0.27414 -0.37667 1.17 2.07 0.12
C -2.64279 -1.48977 -2.51385 -1.34 -0.23 -1.00
C 2.54244 1.37317 1.83759 -2.00 -1.95 1.38
N 0.80024 -0.22514 1.56530 -2.39 -2.10 0.75
N 0.12859 0.78116 -0.92116 0.84 -0.02 0.41
N -1.80009 -0.50702 -2.49383 0.83 0.04 -0.47
N -1.48316 -0.69130 -1.18149 -2.60 -1.40 -0.05
H 1.66604 2.18368 -0.68619 -0.93 -1.68 1.08
H -0.71315 -1.60990 1.32379 -0.23 0.13 -0.10
H -3.32800 -1.80564 -3.27022 0.01 0.11 -0.38
H 2.79442 0.79055 2.71823 0.10 -0.12 -0.12
H 3.26708 1.40502 1.14698 3.45 0.38 -1.99
H 2.28427 2.32738 2.12522 -0.44 2.31 0.72
```
Forces are in eV/Å.

Values from the calculation:
HOMO level = -0.311 Eh
E_LUMO = -0.77 eV
Multiplicity = 1
Kohn-Sham gap = 7.682 eV

=====

No. 3
Formula: C5H8
Source: OMol25
Level of theory: wB97M-V/def2-TZVPD

Structure (XYZ):
```
13
Properties=species:S:1:pos:R:3:forces:R:3
C -0.99795 -0.13037 -0.44136 0.44 -0.31 -0.07
C -1.36258 -0.71655 0.95538 -0.45 -0.20 0.08
C 0.09083 -0.91319 0.88102 -0.02 -0.48 -0.51
C 0.47616 0.30104 0.23195 -0.89 0.76 -0.61
C 1.75735 0.43341 -0.55338 0.00 -0.05 -0.01
H 0.06682 1.23822 0.59264 0.41 0.52 0.58
H -1.62009 0.74107 -0.68290 0.65 -0.16 0.14
H -0.92321 -0.79130 -1.29815 -0.11 -0.19 0.25
H -1.95938 -1.62555 0.98725 0.01 0.07 0.17
H -1.79604 0.07276 1.57718 0.09 0.06 -0.12
H 2.60671 0.60233 0.11572 -0.12 -0.01 -0.02
H 1.95058 -0.48439 -1.11234 -0.01 0.07 0.06
H 1.71080 1.27253 -1.25302 0.00 -0.07 0.06
```
Forces are in eV/Å.

Values from the calculation:
HOMO level = -0.291 Eh
E_LUMO = 0.65 eV
Multiplicity = 1
Kohn-Sham gap = 8.564 eV

=====

No. 4
Formula: C22H44N2PtSi4
Source: OMol25
Level of theory: wB97M-V/def2-TZVPD

Structure (XYZ):
```
73
Properties=species:S:1:pos:R:3:forces:R:3
C -4.09261 -0.35422 -1.27830 -0.47 -0.20 -0.30
C -4.29648 0.93186 -2.08645 -0.38 -0.07 0.06
H -4.33871 -1.23070 -1.89482 0.11 0.18 0.21
H -4.71826 -0.40400 -0.37907 0.04 0.06 -0.20
H -3.04523 -0.47864 -0.95606 0.03 0.04 0.02
H -3.55141 0.99636 -2.88178 -0.20 0.01 0.01
H -5.28744 0.97682 -2.55961 0.25 -0.21 0.20
H -4.21588 1.82645 -1.46159 -0.03 -0.13 -0.15
C 0.05033 -2.89477 -1.66190 0.92 -0.35 -0.25
C 0.92401 -3.97162 -1.80636 -0.10 0.14 -0.06
C 2.15274 -3.77751 -2.46288 -0.37 0.08 0.02
C 2.41494 -2.53235 -3.02461 -0.20 0.44 -0.13
H -0.94772 -2.97806 -1.23608 0.37 -0.10 0.01
H 0.64980 -4.95117 -1.41152 0.04 0.29 -0.20
H 2.86213 -4.60590 -2.56257 -0.31 0.39 -0.03
H 3.29155 -2.34296 -3.63540 0.00 -0.25 0.19
N 0.41325 -1.65983 -2.05309 -0.33 -0.72 -1.16
C 1.52157 -1.46841 -2.82700 -0.25 -1.15 1.04
C 1.68399 -0.10749 -3.30890 -0.03 1.55 -0.19
N 0.72381 0.77163 -2.87726 1.76 0.29 -0.30
C 0.75929 2.06539 -3.25524 0.58 -0.39 -0.08
C 2.84113 1.72124 -4.39568 -0.20 -0.15 0.13
C 1.83461 2.58355 -3.96007 -0.38 -0.14 0.00
H -0.08200 2.67699 -2.95773 0.27 0.00 0.02
H 1.84400 3.65126 -4.15106 0.12 -0.17 -0.15
C 2.73977 0.36323 -4.10403 -0.33 -0.40 0.05
H 3.45586 -0.36365 -4.48397 -0.03 0.36 0.06
H 3.67686 2.11224 -4.96758 -0.08 -0.15 0.07
Pt -0.61094 0.05550 -1.42628 0.02 -1.16 1.24
C -1.52784 1.82837 -1.33726 -1.13 1.44 -0.11
H -1.90908 2.04693 -2.34031 -0.14 0.17 0.32
H -0.84897 2.63965 -1.04087 -0.12 -0.27 0.03
H -2.36371 1.77053 -0.62823 0.20 0.21 -0.44
C 3.18321 -0.21161 -0.00017 -0.16 -0.40 -0.46
Si 1.99502 0.81546 1.04268 2.97 0.99 0.59
C 2.58799 0.70923 2.84613 -0.50 -0.11 -0.02
C 2.09986 2.59830 0.45211 -0.56 0.01 -0.08
Si -0.21197 0.03815 0.85943 -0.32 -0.32 -1.90
Si -0.17105 -1.98330 2.07633 0.20 -1.64 2.07
C -0.13124 -1.70394 3.95448 -0.09 0.33 -0.21
C -1.74840 -2.91475 1.68040 -0.21 0.25 -0.50
C 1.36894 -2.98487 1.65639 0.19 0.24 -0.59
Si -1.46803 1.50090 2.22586 -1.47 1.66 1.96
C -0.78654 1.73908 3.97185 0.33 -0.38 -0.23
C -1.57997 3.24303 1.51368 0.06 -0.15 -0.60
C -3.17085 0.68003 2.33786 0.15 -0.43 -0.46
H 4.14999 -0.34396 0.52274 -0.52 0.13 -0.02
H 3.40149 0.29077 -0.96010 -0.21 -0.14 0.36
H 2.79521 -1.21505 -0.23237 0.19 0.22 0.04
H 3.64850 1.00390 2.85828 -0.20 -0.04 -0.16
H 2.04123 1.39037 3.50792 0.17 -0.19 -0.13
H 2.51669 -0.30581 3.25878 0.07 0.24 -0.11
H 1.88629 2.69410 -0.62058 0.02 -0.06 0.21
H 1.42827 3.26954 0.99983 0.24 -0.08 -0.11
H 3.13274 2.94215 0.61930 -0.19 -0.21 0.06
H -1.11138 -1.38438 4.34035 0.29 -0.13 -0.10
H 0.11289 -2.67524 4.41859 -0.08 0.26 -0.20
H 0.62232 -0.97120 4.27988 -0.23 -0.31 -0.08
H -1.83990 -3.11482 0.60688 -0.12 -0.04 0.25
H -1.73880 -3.88367 2.20393 0.14 0.28 -0.04
H -2.64495 -2.36456 1.99530 0.22 -0.16 -0.06
H 1.36104 -3.33182 0.61507 0.06 0.09 0.30
H 2.30235 -2.42669 1.81173 -0.23 -0.13 0.05
H 1.40176 -3.87763 2.30255 -0.19 0.33 -0.05
H 0.21005 2.19758 3.96271 -0.29 -0.02 0.06
H -1.46953 2.43603 4.48197 0.08 -0.14 -0.22
H -0.74098 0.81643 4.55977 -0.01 0.27 -0.11
H -2.22372 3.30894 0.63197 0.15 0.05 0.27
H -2.01630 3.90163 2.27660 0.13 -0.30 0.12
H -0.60058 3.64767 1.23986 -0.19 0.02 0.10
H -3.64197 0.55609 1.35089 0.13 0.05 0.30
H -3.12748 -0.30936 2.81830 -0.02 0.34 -0.08
H -3.82563 1.32656 2.94632 0.34 -0.05 -0.13
```
Forces are in eV/Å.

Values from the calculation:
HOMO level (spin up / spin down) = -0.417 / -0.550 Eh
E_LUMO (spin up / spin down) = -6.35 / -9.85 eV
<S²> = 6.017
Multiplicity = 5
Net charge = +2
Kohn-Sham gap (spin up / spin down) = 4.993 / 5.114 eV

=====

Relative energy (zero: lowest compared OMol25 entry of this formula, charge and spin) / kcal per mole: 0.0; 128.2; 87.2; 7.5
Energy / eV: -86006.498; -14345.222; -5310.384; -61248.362
Molecular weight / g/mol: 776.7; 158.2; 68.1; 644.0